ORCA calculation (ωB97M-V/def2-TZVPD) on one molecule with the formula C7H13N.

Geometry as XYZ:
```
21
Properties=species:S:1:pos:R:3:forces:R:3
C -1.723 -0.799 0.766 0.84 -1.93 -1.11
C -0.197 -0.530 0.679 -2.71 -0.40 -0.43
C 0.433 -1.384 -0.391 -0.36 0.60 0.54
C -0.012 -0.445 -1.628 0.11 -1.55 -0.28
C -0.527 0.917 -1.053 -1.30 1.05 0.02
C 0.249 0.915 0.294 -0.45 -0.87 -1.06
C 1.669 1.042 -0.023 4.60 1.38 1.98
H -1.872 -1.590 1.542 -0.02 0.46 -0.70
H -2.140 -1.102 -0.209 0.38 -0.74 0.29
H -2.383 -0.009 0.948 -0.45 1.83 1.03
H 0.165 -2.442 -0.361 -0.47 0.18 -0.35
H 1.487 -1.356 -0.202 0.76 -0.01 -0.59
H 0.865 -0.484 -2.261 0.44 1.16 -0.09
H -0.711 -0.846 -2.348 -0.79 -0.60 0.29
H -1.651 1.039 -0.927 1.31 -0.81 -0.21
H -0.316 1.744 -1.769 0.43 -0.28 0.70
H 2.109 2.067 0.251 -1.08 -0.85 -0.07
H 2.044 0.986 -1.034 -0.42 -0.60 -0.47
H 2.347 0.406 0.680 -1.21 0.70 -1.43
H -0.633 0.744 2.241 1.68 -1.26 -1.11
N 0.192 0.365 1.654 -1.28 2.54 3.04
```
Positions in Å, forces in eV/Å.

As for the energy above the lowest of the compared OMol25 structures with the same formula, charge and spin: 108.59 kcal per mole. The calculation puts the HOMO energy at -7.83 eV. Its SMILES is C[C@@]12CCC[C@@]1(C)N2. The largest force on an atom comes out at 0.1010 hartree/bohr. The LUMO energy comes out at 1.066 eV. Its energy is -8955.224 eV.

---

ORCA calculation (ωB97M-V/def2-TZVPD) on C22H30N8O2W as an isolated structure.

Geometry as XYZ:
```
63
Properties=species:S:1:pos:R:3:forces:R:3
W -0.422 0.299 -0.337 0.30 0.31 0.31
N -4.139 -1.924 -0.321 0.04 0.05 -0.06
C -3.142 -1.172 -0.689 0.01 0.04 0.05
N -2.083 -0.904 0.096 -0.58 -0.52 0.20
C -2.041 -1.508 1.387 0.13 0.11 -0.06
N -0.995 -1.336 2.138 -0.03 0.23 -0.16
N -0.080 -0.477 1.547 -0.07 -1.21 -0.36
C 1.174 -0.587 1.888 0.52 0.62 -0.27
C 2.096 0.353 1.273 0.00 0.09 -0.13
C 3.365 0.577 1.761 -0.06 -0.01 -0.06
C 4.145 1.579 1.169 0.00 0.02 -0.04
C 3.624 2.287 0.104 -0.09 -0.04 -0.02
C 2.342 1.981 -0.363 0.10 -0.02 0.01
N 1.583 1.041 0.202 0.12 0.13 -0.15
C -3.145 -2.328 1.823 -0.09 -0.01 -0.10
C -3.189 -2.923 3.088 -0.01 -0.01 0.01
C -4.279 -3.697 3.437 0.05 0.01 0.05
C -5.333 -3.892 2.541 -0.05 0.00 -0.06
C -5.314 -3.313 1.283 0.11 0.04 0.05
C -4.218 -2.537 0.943 0.00 -0.01 0.02
H -4.900 -2.074 -0.978 -0.01 -0.01 0.03
H -3.172 -0.742 -1.682 -0.02 -0.01 0.01
H 1.580 -1.334 2.567 -0.55 0.02 0.33
H 3.743 0.001 2.597 -0.01 -0.01 0.02
H 5.139 1.791 1.543 0.01 0.00 0.00
H 4.191 3.069 -0.383 0.01 0.00 0.01
H 1.925 2.504 -1.215 0.01 0.01 0.01
H -2.374 -2.772 3.781 0.00 0.00 0.00
H -4.319 -4.158 4.414 0.01 0.00 0.00
H -6.178 -4.502 2.831 0.00 0.00 0.01
H -6.131 -3.463 0.588 -0.01 -0.01 0.00
C -2.522 4.068 -1.621 0.08 0.01 0.08
N -2.222 4.075 -0.178 0.03 0.02 0.08
C -2.600 5.293 0.598 0.00 -0.21 -0.13
C -1.660 3.093 0.419 0.02 0.03 0.13
O -1.311 1.987 -0.195 -0.04 0.14 -0.09
H -2.623 5.099 -1.948 0.01 0.00 -0.03
H -3.463 3.543 -1.780 -0.01 0.03 -0.04
H -1.711 3.589 -2.163 -0.04 -0.01 -0.03
H -3.519 5.682 0.170 -0.03 0.01 0.04
H -1.800 6.024 0.497 -0.04 0.06 0.01
H -2.764 5.021 1.637 0.05 0.08 0.03
H -1.478 3.152 1.489 -0.02 0.02 -0.03
C 1.343 -0.859 -5.407 -0.09 0.04 0.11
N 0.369 -0.405 -4.389 0.08 -0.08 0.01
C -0.494 0.701 -4.826 0.02 -0.08 0.07
C 0.332 -0.879 -3.167 0.05 -0.15 -0.04
O -0.287 -0.152 -2.234 0.07 0.11 0.34
N 0.851 -2.045 -2.771 -0.07 0.12 -0.08
C 1.035 -2.276 -1.351 0.11 0.15 0.10
C 0.983 -3.235 -3.646 -0.01 0.12 0.06
H 1.711 0.031 -5.912 0.01 -0.02 -0.02
H 0.863 -1.510 -6.135 0.04 0.00 -0.03
H 2.177 -1.361 -4.927 0.03 -0.01 -0.05
H -0.863 0.458 -5.821 -0.01 0.05 -0.01
H 0.084 1.623 -4.875 -0.03 0.02 -0.02
H -1.337 0.814 -4.152 -0.01 0.03 -0.04
H 1.428 -1.358 -0.880 -0.03 -0.15 0.03
H 1.820 -3.015 -1.188 -0.05 -0.05 -0.07
H 0.120 -2.642 -0.867 0.04 0.00 0.02
H 0.405 -3.091 -4.552 0.01 -0.04 -0.01
H 0.571 -4.085 -3.105 0.01 -0.02 -0.02
H 2.027 -3.427 -3.885 -0.01 -0.04 -0.01
```
Positions in Å, forces in eV/Å.

As for the energy above the lowest of the compared OMol25 structures with the same formula, charge and spin: 6.93 kcal per mole. The calculation puts the HOMO energy (spin up / spin down) at -19.43 / -19.48 eV. The largest force on an atom comes out at 0.0245 hartree/bohr. The net charge is +4. The LUMO energy (spin up / spin down) comes out at -13.695 / -13.445 eV. As for the spin multiplicity: 3. Its energy is -41103.900 eV. The expectation value of S² is 2.01.

---

ORCA calculation (ωB97M-V/def2-TZVPD) on a 2-piece molecular cluster, C4H13N2O2 overall.

Geometry as XYZ:
```
21
Properties=species:S:1:pos:R:3:forces:R:3
O 1.648 -1.713 0.092 -0.82 0.55 -0.05
C 0.742 -1.715 -0.713 0.53 0.70 -1.87
N 0.115 -2.801 -1.162 1.30 -2.91 2.16
C 0.263 -0.378 -1.459 1.72 0.53 -1.36
N -0.437 0.389 -0.376 -2.80 -0.24 -0.01
C 0.425 1.144 0.703 -0.50 0.55 -3.29
C 0.509 2.614 0.328 2.16 -0.91 -1.51
H -0.486 -2.860 -1.924 -1.06 0.37 -1.29
H 0.430 -3.742 -0.777 -0.53 1.89 -0.63
H 1.189 0.143 -1.912 -1.06 -0.42 1.69
H -0.313 -0.350 -2.457 -0.02 -0.93 1.97
H -1.156 -0.291 0.038 1.79 0.53 0.45
H -1.206 0.981 -0.798 1.70 0.28 0.30
H 1.394 0.757 0.659 1.15 -1.42 0.04
H -0.038 1.026 1.625 -0.71 -0.53 1.42
H 0.639 2.814 -0.792 -0.90 -0.47 1.33
H 1.580 2.887 0.620 -2.00 0.59 0.66
H -0.402 2.954 0.778 0.18 1.88 0.04
H -1.050 -0.859 2.859 2.03 -0.92 1.47
H -2.237 -0.234 2.542 -2.45 1.47 0.58
O -1.609 -0.765 2.126 0.29 -0.61 -2.11
```
Positions in Å, forces in eV/Å.

As for the energy above the lowest of the compared OMol25 structures with the same formula, charge and spin: 67.24 kcal per mole. The calculation puts the HOMO energy at -14.14 eV. The largest force on an atom comes out at 0.0748 hartree/bohr. The net charge is +1. The LUMO energy comes out at -3.197 eV. Its energy is -11426.558 eV.

---

ORCA calculation (ωB97M-V/def2-TZVPD) on C32H74AsF12O28S8 as an isolated structure.

Geometry as XYZ:
```
155
Properties=species:S:1:pos:R:3:forces:R:3
As 25.528 -9.511 16.713 1.44 -0.04 -0.50
F 24.571 -10.990 17.121 -1.13 -1.50 0.39
F 25.452 -9.846 14.957 -0.42 -0.38 -1.65
F 26.520 -8.051 16.254 0.49 1.18 -0.30
F 25.811 -9.068 18.447 0.18 0.41 2.01
F 27.112 -10.536 16.704 0.87 -0.53 0.16
F 24.048 -8.490 16.597 -1.53 0.86 0.03
O 23.693 -7.905 11.640 -0.57 1.00 1.32
S 23.178 -6.784 12.404 -0.33 1.39 -1.11
O 23.298 -5.440 11.822 0.21 -1.56 0.96
O 21.576 -7.054 12.531 0.40 0.20 -0.46
C 20.746 -5.974 13.016 -0.61 -0.36 1.57
C 19.852 -6.614 14.091 0.80 0.19 -0.10
C 23.646 -6.788 14.187 0.33 -0.75 -2.09
H 20.127 -5.500 12.254 0.55 -0.13 -0.43
H 21.350 -5.237 13.546 0.14 0.20 -0.48
H 19.116 -7.280 13.639 0.10 -0.12 0.27
H 19.384 -5.907 14.777 -0.24 0.25 -0.39
H 20.575 -7.128 14.726 -0.38 -0.59 0.08
H 23.199 -7.733 14.498 -0.09 0.40 0.75
H 23.356 -5.829 14.617 -0.25 -0.43 0.10
H 24.725 -6.934 14.223 0.05 0.10 0.09
O 19.672 -13.326 18.113 -0.41 0.34 1.50
S 20.347 -12.816 19.288 1.80 1.87 -0.03
O 19.791 -11.854 20.266 0.61 -2.38 -2.05
O 20.873 -14.066 20.186 -1.60 1.62 1.17
C 21.336 -15.212 19.589 3.16 -1.73 -1.03
C 22.926 -15.142 19.516 -1.22 0.09 -0.39
C 21.972 -12.107 18.670 -1.58 -0.13 0.56
H 20.839 -15.398 18.637 0.28 0.19 -0.21
H 21.237 -16.130 20.168 -1.09 0.38 0.67
H 23.322 -16.065 19.092 -0.05 0.14 -0.50
H 23.380 -15.101 20.505 -0.40 0.29 0.20
H 23.212 -14.244 18.968 0.39 -0.43 -0.09
H 22.293 -12.614 17.760 0.00 -0.28 0.33
H 22.642 -12.160 19.528 0.13 0.13 -0.33
H 21.755 -11.078 18.382 0.00 0.01 0.23
O 25.946 -11.598 8.412 0.79 0.95 -0.14
S 26.206 -11.079 9.724 -3.84 1.11 2.89
O 27.088 -11.730 10.631 1.72 0.12 -0.48
O 26.437 -9.379 9.699 -0.22 -2.74 -0.24
C 27.184 -8.680 10.748 0.23 -0.54 0.97
C 26.863 -9.000 12.236 -0.71 0.00 0.10
C 24.558 -11.144 10.715 1.05 1.06 -1.54
H 26.993 -7.654 10.436 0.02 0.04 0.43
H 28.245 -8.897 10.623 0.05 -0.01 -0.31
H 26.925 -10.061 12.480 0.02 -0.07 -0.35
H 25.903 -8.671 12.635 -0.32 -0.09 -0.67
H 27.513 -8.544 12.984 0.69 0.32 -0.56
H 24.098 -12.132 10.712 0.64 -0.11 -0.11
H 23.900 -10.448 10.195 -0.01 0.12 0.17
H 24.799 -10.798 11.720 0.00 -0.07 -0.21
O 22.095 -15.356 14.734 -1.94 1.91 -1.07
S 21.260 -14.190 14.386 3.05 0.52 0.62
O 20.621 -13.469 15.475 0.05 -0.95 -1.74
O 22.326 -13.158 13.628 -1.92 -4.32 0.39
C 22.029 -11.806 13.383 1.67 0.48 1.16
C 22.493 -11.094 14.621 -0.86 1.29 0.17
C 20.064 -14.582 13.079 -0.55 -0.04 0.33
H 21.013 -11.567 13.067 -0.03 -0.28 -0.11
H 22.815 -11.600 12.657 -0.67 0.41 -0.63
H 21.928 -11.311 15.528 -0.24 -0.17 -0.21
H 22.277 -10.060 14.352 0.57 0.56 0.55
H 23.543 -11.264 14.856 -0.06 0.24 -0.39
H 19.320 -15.208 13.571 -0.05 0.12 0.16
H 20.371 -15.123 12.185 0.91 0.07 0.42
H 19.576 -13.669 12.736 0.13 0.15 0.34
O 31.520 -6.999 17.141 -0.85 0.83 -2.09
S 30.446 -6.789 16.152 -1.66 -0.94 0.58
O 29.591 -5.588 16.219 2.26 -1.84 -0.66
O 30.962 -6.996 14.518 0.03 0.88 2.98
C 32.283 -7.538 14.196 -0.93 -0.43 -0.10
C 32.151 -9.040 14.044 0.22 0.79 0.03
C 29.328 -8.235 16.359 0.59 -0.11 -0.21
H 33.107 -7.398 14.897 -0.45 0.89 0.41
H 32.455 -6.997 13.266 0.48 -0.28 -0.04
H 33.153 -9.393 13.798 -0.16 -0.45 -0.41
H 31.382 -9.236 13.296 0.23 -0.50 0.05
H 31.901 -9.466 15.016 -0.21 -0.13 -0.16
H 28.767 -8.460 15.451 0.06 0.31 0.11
H 28.614 -8.108 17.173 -0.02 0.69 -0.22
H 29.907 -9.109 16.657 0.43 0.13 -0.35
O 19.162 -6.089 17.583 0.29 0.22 1.73
S 19.637 -5.756 18.919 0.86 0.69 1.92
O 18.785 -5.124 19.960 1.45 -1.61 -2.47
O 20.327 -7.070 19.696 -1.75 2.25 -0.78
C 21.218 -7.856 18.915 -0.10 -0.73 -1.71
C 22.242 -8.463 19.787 0.19 -0.12 0.42
C 21.164 -4.634 18.768 -2.16 -1.59 -0.65
H 21.684 -7.285 18.112 0.11 0.37 0.12
H 20.673 -8.637 18.384 -0.38 0.00 0.07
H 22.618 -7.657 20.418 0.48 -0.29 0.15
H 23.012 -8.889 19.144 0.29 0.10 0.18
H 21.806 -9.257 20.392 0.07 0.07 0.18
H 21.720 -5.011 17.910 0.37 -0.16 0.45
H 21.606 -4.733 19.760 0.21 0.52 -0.38
H 20.712 -3.697 18.442 0.22 0.20 0.64
O 23.967 -12.324 21.560 2.53 0.11 -0.10
S 25.408 -12.507 21.383 1.56 0.23 -0.82
O 25.957 -13.208 20.226 -1.06 0.84 1.12
O 26.238 -11.052 21.532 -3.52 -2.69 1.04
C 27.427 -10.737 20.856 1.38 1.10 1.54
C 28.200 -9.924 21.986 -1.51 0.74 -1.32
C 26.171 -13.341 22.830 -0.78 1.22 -1.17
H 27.072 -10.106 20.041 0.84 -0.05 -0.46
H 28.034 -11.603 20.591 -0.39 -0.13 -0.41
H 29.037 -9.377 21.553 0.38 -0.40 0.33
H 28.337 -10.409 22.952 0.67 -0.72 -0.48
H 27.499 -9.149 22.294 -0.13 0.34 -0.28
H 27.227 -13.376 22.561 -0.11 -0.17 0.13
H 25.704 -14.324 22.891 0.10 0.19 0.34
H 25.999 -12.625 23.633 -0.04 -0.57 0.33
O 25.350 -12.733 12.951 0.66 -1.45 1.32
S 25.674 -14.011 13.573 -0.42 -0.39 0.61
O 25.259 -15.207 12.875 0.21 0.63 0.61
O 27.243 -14.203 13.818 -0.58 -0.02 -1.39
C 28.084 -13.058 13.971 0.61 0.06 -0.47
C 29.477 -13.497 13.565 1.43 0.10 -0.33
C 25.241 -14.128 15.385 -0.72 1.09 -1.20
H 27.875 -12.706 14.981 0.84 0.22 0.16
H 27.864 -12.225 13.304 -0.73 -0.23 -0.14
H 30.141 -12.638 13.463 0.05 0.24 0.93
H 29.650 -13.867 12.554 -1.43 -0.12 -0.51
H 29.989 -14.300 14.095 -0.27 0.29 0.91
H 25.039 -13.104 15.697 0.01 0.20 0.07
H 26.075 -14.492 15.986 -0.14 -0.33 -0.52
H 24.308 -14.686 15.460 0.25 -0.20 0.03
C 28.798 -14.028 17.534 1.62 -0.23 1.45
C 29.394 -12.623 17.579 -4.05 0.44 -1.92
O 30.731 -12.575 17.828 1.94 -0.73 1.91
C 31.582 -12.252 16.925 0.34 0.23 -2.70
O 31.344 -11.976 15.747 0.90 -0.44 2.61
C 33.086 -12.354 17.462 -4.61 1.49 -1.08
F 33.562 -11.200 17.002 1.80 0.21 0.83
F 33.217 -12.559 18.761 0.41 0.77 0.32
F 33.573 -13.367 16.849 2.15 -1.93 -1.27
H 27.711 -14.030 17.456 0.26 0.09 0.03
H 29.156 -14.451 18.473 -0.75 -0.45 0.49
H 29.305 -14.694 16.835 -0.31 0.36 -0.71
H 28.912 -11.993 18.326 -0.17 -0.22 -0.02
H 29.130 -12.205 16.608 0.43 0.64 0.14
C 27.227 -5.575 18.774 -0.09 -1.31 1.44
C 28.653 -5.913 19.334 0.18 1.32 -1.34
O 28.753 -5.390 20.716 0.75 0.24 0.37
C 29.683 -4.450 21.022 -0.29 0.01 -5.27
O 30.505 -4.029 20.173 -2.14 -0.90 3.97
C 29.356 -3.842 22.415 1.68 -0.10 -1.28
F 30.567 -3.847 23.020 -0.67 -0.18 1.05
F 29.023 -2.536 22.297 -0.56 -1.00 0.33
F 28.435 -4.563 23.072 0.86 1.16 0.01
H 26.725 -4.674 19.129 0.79 0.44 0.12
H 26.655 -6.364 19.262 -0.59 -0.11 -0.33
H 27.009 -5.669 17.710 0.81 -0.21 -0.02
H 29.483 -5.540 18.734 -0.22 0.66 0.22
H 28.863 -6.982 19.299 -0.56 -0.11 0.76
```
Positions in Å, forces in eV/Å.

The calculation puts the HOMO energy (spin up / spin down) at 0.68 / -6.24 eV. The largest force on an atom comes out at 0.1027 hartree/bohr. The net charge is -2. The LUMO energy (spin up / spin down) comes out at 3.142 / 3.133 eV. As for the spin multiplicity: 2. Its energy is -271840.929 eV. The expectation value of S² is 0.75.